Entry 1:
# C57H81BN4O4PSr

C57H81BN4O4PSr as an isolated structure (ωB97M-V/def2-TZVPD, OMol25).

Computed properties:
Energy above the lowest of the compared OMol25 structures with the same formula, charge and spin   237.78 kJ/mol
E_LUMO   0.079 Eh
Charge   -1
Gap between HOMO and LUMO   5.56 eV
M   1015.70 g mol⁻¹
Strongest force on any atom   5.29 eV Å⁻¹
HOMO   -3.4 eV

Each line ends with the Löwdin charge.
Positions of all 149 atoms, in Å:
Sr1 -0.76896 -0.03130 -0.10705  1.448
C1 0.76305 3.18685 2.28860  -0.097
N1 0.70456 1.80445 2.68603  -0.281
C2 1.67981 1.49890 3.70139  -0.109
C3 -0.63151 1.40137 3.07701  -0.196
C4 -0.78050 -0.12331 2.93638  -0.175
N2 -1.77833 -0.48714 1.88950  -0.341
C5 -1.40965 -1.91054 1.36204  -0.189
C6 -2.23669 -2.53895 0.19372  -0.141
C7 -3.18884 -3.44642 0.62003  -0.027
C8 -3.81012 -4.32386 -0.24207  -0.175
C9 -3.43651 -4.25371 -1.58826  0.012
C10 -2.49642 -3.38248 -2.08094  -0.089
C11 -1.83851 -2.49115 -1.18354  -0.352
O1 -0.88521 -1.72263 -1.60736  -0.311
C12 -2.09954 -3.37139 -3.55004  -0.530
C13 -2.91291 -4.38577 -4.36323  -0.075
C14 -0.62397 -3.74545 -3.70209  -0.044
C15 -2.36093 -1.98573 -4.15111  -0.036
C16 -4.76272 -5.42674 0.21401  -0.548
C17 -6.06485 -5.38968 -0.58867  -0.044
C18 -5.11958 -5.29567 1.69630  -0.061
C19 -4.08542 -6.78908 0.00518  -0.047
C20 -3.21399 -0.30785 2.16589  -0.113
C21 -4.10791 -0.08715 0.94804  -0.135
C22 -5.34376 -0.69880 0.94960  -0.012
C23 -6.29210 -0.44035 -0.02742  -0.182
C24 -5.93185 0.46705 -1.01573  -0.009
C25 -4.70564 1.09620 -1.09889  -0.084
C26 -3.74655 0.83207 -0.08202  -0.335
O2 -2.58735 1.40166 -0.05437  -0.280
C27 -4.51122 2.09796 -2.23850  -0.525
C28 -3.08317 2.57556 -2.48223  -0.066
C29 -4.98453 1.47668 -3.55766  -0.054
C30 -5.37216 3.33466 -1.93797  -0.045
C31 -7.66070 -1.10547 -0.08809  -0.553
C32 -7.87706 -2.07502 1.07563  -0.066
C33 -7.78835 -1.88546 -1.39962  -0.048
C34 -8.76603 -0.04458 -0.03333  -0.054
H1 0.45229 3.86873 3.10356  0.090
H2 0.14196 3.36332 1.40881  0.077
H3 1.78439 3.43922 2.00467  0.086
H4 1.51450 2.08573 4.62579  0.088
H5 2.68211 1.71374 3.33407  0.080
H6 1.64076 0.44381 3.96496  0.074
H7 -1.32204 1.90770 2.40557  0.116
H8 -0.86990 1.68719 4.11980  0.122
H9 -1.01766 -0.64379 3.89067  0.130
H10 0.19538 -0.50277 2.60573  0.095
H11 -1.40133 -2.61499 2.21376  0.124
H12 -0.35739 -1.85624 1.00357  0.044
H13 -3.40186 -3.48157 1.68430  0.108
H14 -3.89565 -4.95071 -2.27359  0.089
H15 -2.74116 -5.40969 -4.03439  0.079
H16 -2.61322 -4.32194 -5.40916  0.079
H17 -3.98101 -4.18852 -4.31477  0.082
H18 -0.44039 -4.73492 -3.27830  0.085
H19 0.02682 -3.03051 -3.20465  0.060
H20 -0.36058 -3.77850 -4.75922  0.080
H21 -3.41493 -1.72346 -4.06517  0.079
H22 -2.09760 -1.98338 -5.21044  0.080
H23 -1.76894 -1.21193 -3.64505  0.082
H24 -6.59358 -4.45441 -0.42616  0.057
H25 -6.71961 -6.20843 -0.28463  0.082
H26 -5.88812 -5.48582 -1.65614  0.077
H27 -5.57365 -4.33215 1.91480  0.069
H28 -4.24471 -5.40572 2.33386  0.076
H29 -5.83157 -6.07501 1.97304  0.083
H30 -3.78964 -6.92894 -1.03086  0.077
H31 -4.75811 -7.60309 0.27816  0.078
H32 -3.19027 -6.86589 0.61905  0.073
H33 -3.27752 0.58964 2.80736  0.133
H34 -3.57142 -1.16462 2.77430  0.123
H35 -5.55611 -1.39304 1.74932  0.098
H36 -6.66145 0.69408 -1.78141  0.093
H37 -2.38710 1.74766 -2.69294  0.090
H38 -2.66578 3.12329 -1.64553  0.075
H39 -3.09080 3.22589 -3.36062  0.077
H40 -4.44463 0.55926 -3.77104  0.076
H41 -4.79626 2.17251 -4.37350  0.078
H42 -6.04620 1.24588 -3.56411  0.066
H43 -5.04528 3.80944 -1.01872  0.087
H44 -6.42138 3.07166 -1.82505  0.073
H45 -5.28652 4.06234 -2.74258  0.077
H46 -7.13418 -2.86696 1.08428  0.051
H47 -8.86005 -2.54276 0.99117  0.082
H48 -7.82972 -1.56348 2.03495  0.084
H49 -6.94679 -2.55949 -1.53615  0.074
H50 -7.80209 -1.21340 -2.25297  0.075
H51 -8.70999 -2.46779 -1.41411  0.080
H52 -8.71270 0.51767 0.89756  0.085
H53 -9.75050 -0.50976 -0.09740  0.077
H54 -8.67881 0.66410 -0.85259  0.071
N3 3.19220 -3.03735 -0.52957  -0.155
P1 2.75245 -2.23408 0.88412  1.072
C35 4.12563 -2.61351 2.03547  -0.377
C36 4.54406 -3.89308 2.39156  -0.103
C37 5.62958 -4.07162 3.22159  -0.089
C38 6.31750 -2.97419 3.71710  -0.095
C39 5.91499 -1.69725 3.37387  -0.089
C40 4.82835 -1.52399 2.53155  -0.110
C41 1.60833 -3.55464 1.52996  -0.377
C42 1.42820 -3.78254 2.88915  -0.120
C43 0.49320 -4.69515 3.33402  -0.094
C44 -0.29785 -5.38842 2.42458  -0.089
C45 -0.14370 -5.14764 1.06958  -0.075
C46 0.80267 -4.23858 0.63208  -0.098
C47 3.01797 -2.56923 -1.80843  -0.423
C48 3.38850 -3.39490 -2.87474  -0.037
C49 3.18241 -2.91801 -4.14443  -0.093
C50 2.62554 -1.65474 -4.30716  -0.073
C51 2.29852 -0.93146 -3.16703  -0.113
N4 2.49296 -1.37870 -1.93917  0.126
H55 3.54233 -3.98628 -0.47283  0.107
H56 4.00012 -4.75745 2.03153  0.107
H57 5.94158 -5.07128 3.49183  0.101
H58 7.16509 -3.11950 4.37031  0.098
H59 6.44407 -0.83389 3.75429  0.101
H60 4.51540 -0.52580 2.25816  0.090
H61 2.02614 -3.24673 3.62098  0.107
H62 0.36998 -4.86078 4.39931  0.101
H63 -1.04318 -6.09199 2.77477  0.098
H64 -0.78288 -5.63502 0.34704  0.105
H65 0.87454 -4.03142 -0.42802  0.107
H66 3.81441 -4.37268 -2.69973  0.101
H67 3.44929 -3.52442 -4.99972  0.101
H68 2.43972 -1.23481 -5.27798  0.093
H69 1.86516 0.05307 -3.24257  0.095
C52 -0.24021 5.09639 -2.57761  -0.019
C53 0.93120 4.53559 -1.77665  -0.520
C54 1.53412 5.65519 -0.92116  -0.016
O3 0.42981 3.53161 -0.91827  -0.057
B1 0.59686 2.21197 -1.46436  -0.411
O4 1.45912 2.43612 -2.59415  -0.048
C55 1.95533 3.76015 -2.64038  -0.523
C56 3.36633 3.74120 -2.04595  -0.021
C57 2.03443 4.20996 -4.09682  -0.018
H70 -0.98543 5.47115 -1.88479  0.088
H71 -0.71333 4.32422 -3.17410  0.081
H72 0.05343 5.90864 -3.23659  0.080
H73 0.74866 6.14148 -0.35320  0.082
H74 2.01898 6.41414 -1.53020  0.082
H75 2.25983 5.26508 -0.22070  0.070
H76 3.34528 3.41405 -1.01205  0.086
H77 3.85617 4.71058 -2.09319  0.079
H78 3.96455 3.02861 -2.60458  0.085
H79 1.08456 4.09506 -4.60021  0.078
H80 2.76549 3.60527 -4.62453  0.081
H81 2.34253 5.24904 -4.18156  0.083



Entry 2:
# C10H16O

A 2-piece molecular cluster, C10H16O overall (ωB97M-V/def2-TZVPD, OMol25).

Computed properties:
Energy above the lowest of the compared OMol25 structures with the same formula, charge and spin   336.92 kJ/mol
E_LUMO (alpha / beta)   -0.162 / -0.285 Eh
Charge   +1
Expectation value of S²   0.767
Gap between HOMO and LUMO (alpha / beta)   8.54 / 5.18 eV
M   152.24 g mol⁻¹
Strongest force on any atom   9.93 eV Å⁻¹
Spin multiplicity   2
HOMO (alpha / beta)   -12.9 / -12.9 eV

Each line ends with the Mulliken spin population.
Positions of all 27 atoms, in Å:
C1 0.14653 1.95539 -2.90988  0.000
C2 1.32037 1.09065 -3.02550  0.000
C3 0.29876 2.88641 -1.61771  0.000
H1 0.34980 2.73877 -3.78712  0.000
H2 -0.85277 1.58134 -2.78267  0.000
H3 1.23660 0.28245 -2.18153  -0.001
H4 -0.38409 2.55831 -0.88176  -0.001
H5 2.18430 1.46858 -3.19997  0.000
H6 1.29827 0.38679 -3.96706  0.000
H7 1.35135 2.90898 -1.41705  0.000
H8 0.18265 3.84131 -1.90265  0.000
C4 1.75400 -2.31488 1.92600  0.011
C5 -1.29869 -0.82326 0.41375  0.058
C6 -2.06306 -0.48622 1.57150  0.268
C7 -0.21971 -1.56479 0.44230  0.067
C8 0.33957 -2.02624 1.71297  0.257
C9 -1.66001 -1.14089 2.76306  0.076
C10 -0.56729 -1.95314 2.75687  0.082
O1 -3.12950 0.37462 1.50492  0.081
H9 -1.64599 -0.38841 -0.54157  0.007
H10 0.40394 -1.71886 -0.40036  0.009
H11 -2.47241 -1.08299 3.66398  0.000
H12 -3.03563 1.16852 2.08595  0.006
H13 2.14404 -1.72403 2.84492  0.023
H14 2.58555 -2.09270 1.09167  0.002
H15 -0.23303 -2.51463 3.70836  0.005
H16 1.96648 -3.41110 2.12858  0.049



Entry 3:
# C15H29AgAsN3O7PS

C15H29AgAsN3O7PS as an isolated structure (ωB97M-V/def2-TZVPD, OMol25).

Computed properties:
Energy above the lowest of the compared OMol25 structures with the same formula, charge and spin   0.00 kJ/mol
E_LUMO   0.102 Eh
Charge   -1
Gap between HOMO and LUMO   7.92 eV
M   609.24 g mol⁻¹
Strongest force on any atom   0.13 eV Å⁻¹
HOMO   -5.2 eV

Each line ends with the natural charge from an NBO analysis.
Positions of all 58 atoms, in Å:
Ag1 0.78594 -0.40551 0.12933  0.885
C1 1.26353 2.63447 1.63178  -0.237
C2 0.90574 1.74141 2.83225  -0.223
N1 1.66314 0.53560 3.10572  -0.647
C3 3.09984 0.56079 3.19097  -0.213
C4 3.90826 0.89279 1.92119  -0.244
N2 3.43976 0.17403 0.75115  -0.655
C5 3.44675 0.91634 -0.50156  -0.232
C6 2.52546 2.15209 -0.45350  -0.228
N3 1.31527 1.96315 0.33435  -0.736
H1 2.21213 3.14485 1.82385  0.161
H2 0.49695 3.41729 1.60105  0.206
H3 -0.13369 1.42631 2.71212  0.212
H4 0.93618 2.38969 3.71996  0.167
H5 1.33191 -0.25328 2.56852  0.392
H6 3.41000 -0.43146 3.53566  0.185
H7 3.40366 1.26751 3.97481  0.174
H8 4.97069 0.70010 2.13877  0.164
H9 3.84054 1.95843 1.71159  0.187
H10 3.87991 -0.72861 0.65287  0.368
H11 3.07658 0.24592 -1.28010  0.225
H12 4.45367 1.25679 -0.79810  0.150
H13 2.24559 2.37549 -1.48423  0.226
H14 3.08734 3.01841 -0.08064  0.158
H15 0.48970 2.22461 -0.20162  0.450
O1 -0.36740 -1.21817 -4.30727  -1.052
As1 -0.74524 -0.66867 -2.64007  2.455
O2 -1.20145 -2.06928 -1.89001  -1.235
O3 0.60820 0.13032 -2.11111  -1.254
C7 -2.22016 0.54333 -3.05949  -0.437
C8 -2.71491 0.48159 -4.36216  -0.196
C9 -3.77488 1.27858 -4.76670  -0.229
C10 -4.36368 2.15254 -3.86670  -0.219
C11 -3.88381 2.22334 -2.56980  -0.218
C12 -2.81655 1.43201 -2.16191  -0.210
S1 -2.27612 1.67599 -0.46474  2.417
O4 -3.47474 2.02819 0.26916  -1.005
O5 -1.29754 2.75717 -0.54459  -1.027
O6 -1.69718 0.39237 -0.07228  -1.054
H16 -0.48263 -2.17501 -4.25422  0.485
H17 -2.25134 -0.19877 -5.06168  0.237
H18 -4.13993 1.21180 -5.78461  0.200
H19 -5.19702 2.77495 -4.16994  0.201
H20 -4.33510 2.88402 -1.84185  0.237
C13 -2.15505 -2.36713 1.17280  -1.043
P1 -0.55725 -3.09697 1.48604  1.967
C14 -0.26228 -4.23457 0.12883  -1.037
C15 -0.72282 -4.10912 2.97576  -1.006
O7 0.56432 -2.10987 1.67030  -1.183
H21 -2.93348 -3.13082 1.22893  0.227
H22 -2.13005 -1.93034 0.17035  0.331
H23 -2.35032 -1.57148 1.89174  0.260
H24 -1.03837 -5.00077 0.08742  0.229
H25 0.71547 -4.70228 0.24906  0.232
H26 -0.30195 -3.63713 -0.78857  0.319
H27 -1.51264 -4.85180 2.85761  0.229
H28 -0.96125 -3.45774 3.81675  0.246
H29 0.22228 -4.61348 3.17675  0.239